Record 1
9 unconnected molecules or ions with the total composition C48H108N6O21 in a non-equilibrium geometry. Source: OMol25; level of theory: the ωB97M-V functional and the def2-TZVPD basis.

Results
HOMO, eV: -8.2
Orbital gap, hartree: 0.31501
Net charge: 0
Total energy, eV: -103455.64553

The geometry in XYZ format:
```
183
Properties=species:S:1:pos:R:3:mulliken_charge:R:1
C -2.163 -5.211 3.569 -1.42
C -1.935 -4.742 2.156 0.64
C -2.356 -3.289 1.898 -0.69
O -1.461 -2.947 0.818 0.40
C -0.359 -3.717 0.894 0.02
O 0.531 -3.596 0.092 -0.40
O -0.528 -4.619 1.875 -0.36
H -1.980 -6.274 3.565 0.53
H -3.167 -4.998 3.819 0.44
H -1.459 -4.763 4.224 -0.09
H -2.360 -5.495 1.507 0.31
H -2.285 -2.726 2.841 0.27
H -3.369 -3.326 1.515 0.38
C -5.200 3.338 0.339 -1.99
C -4.322 2.658 -0.658 1.87
C -4.424 1.174 -0.871 0.19
O -5.217 1.100 -2.082 -0.38
C -5.103 2.230 -2.786 0.64
O -5.493 2.395 -3.901 -0.57
O -4.564 3.183 -1.968 -0.42
H -5.024 4.400 0.272 0.43
H -5.008 3.062 1.322 0.38
H -6.262 3.195 0.108 0.44
H -3.320 2.989 -0.368 -0.74
H -4.999 0.693 -0.091 0.32
H -3.487 0.646 -1.051 -0.19
C 1.474 0.743 -1.389 -0.74
C 0.766 -0.232 -0.465 1.86
C 1.328 -0.109 0.906 -0.09
O 0.143 -0.318 1.766 -0.43
C -0.859 0.026 1.036 0.28
O -1.925 0.334 1.404 -0.59
O -0.647 0.058 -0.305 0.13
H 2.553 0.649 -1.178 0.50
H 1.193 1.748 -1.034 -0.37
H 1.225 0.555 -2.445 0.12
H 0.809 -1.274 -0.728 -0.90
H 1.737 0.895 1.174 -0.38
H 2.110 -0.798 1.149 0.51
C -0.784 3.046 -1.980 -0.83
O 0.083 3.013 -3.130 0.09
C 0.085 4.208 -3.832 -0.45
C 0.981 4.032 -5.069 -0.73
N 2.233 3.503 -4.615 0.13
C 3.187 3.109 -5.708 -0.67
C 4.357 2.339 -5.118 -0.59
O 4.135 1.099 -4.507 -0.13
C 5.369 0.784 -3.846 -0.81
H -0.983 2.069 -1.622 -0.18
H -1.725 3.443 -2.292 0.74
H -0.333 3.653 -1.172 0.26
H 0.513 4.970 -3.182 -0.01
H -0.927 4.427 -4.014 0.54
H 1.011 5.069 -5.437 0.34
H 0.485 3.455 -5.892 0.32
H 1.922 2.687 -4.083 -0.17
H 3.677 4.062 -6.041 0.35
H 2.717 2.574 -6.607 0.33
H 4.820 3.035 -4.362 0.30
H 5.193 2.271 -5.914 0.32
H 5.266 -0.187 -3.372 0.25
H 5.673 1.591 -3.137 0.29
H 6.214 0.658 -4.524 0.37
C -3.326 -2.288 -2.481 -0.50
O -3.248 -3.650 -2.957 -0.43
C -3.337 -4.635 -1.929 0.05
C -3.339 -5.990 -2.612 -0.91
N -2.171 -6.293 -3.402 -0.09
C -2.295 -7.074 -4.593 -0.46
C -0.919 -7.322 -5.163 -0.62
O -0.271 -6.080 -5.402 -0.20
C 1.079 -5.997 -5.752 -0.94
H -2.503 -2.161 -1.807 -0.17
H -4.271 -2.081 -2.018 0.59
H -3.108 -1.659 -3.317 0.29
H -4.205 -4.422 -1.282 0.55
H -2.409 -4.466 -1.353 -0.23
H -4.236 -5.883 -3.272 0.29
H -3.588 -6.812 -1.923 0.36
H -1.627 -5.480 -3.598 0.18
H -3.029 -6.490 -5.405 0.27
H -2.776 -8.074 -4.360 0.34
H -0.960 -7.814 -6.122 0.42
H -0.380 -7.922 -4.442 0.30
H 1.594 -6.614 -5.044 0.44
H 1.388 -4.980 -5.713 0.14
H 1.247 -6.395 -6.756 0.32
C -1.114 -0.245 -6.030 -0.73
O -1.061 -1.232 -5.072 -0.08
C 0.184 -1.865 -4.781 -0.53
C 0.053 -2.831 -3.672 1.32
N 1.460 -3.190 -3.270 -0.30
C 1.505 -4.520 -2.516 0.81
C 2.856 -4.810 -1.924 -0.61
O 2.808 -5.833 -0.951 -0.26
C 4.022 -6.029 -0.318 -0.90
H -2.183 0.094 -6.179 0.25
H -0.810 -0.664 -7.046 0.29
H -0.500 0.678 -5.878 0.16
H 0.988 -1.093 -4.565 0.04
H 0.535 -2.393 -5.692 0.19
H -0.427 -3.758 -3.991 -0.18
H -0.569 -2.477 -2.863 -0.56
H 1.872 -2.471 -2.695 0.27
H 1.411 -5.292 -3.342 -0.48
H 0.710 -4.642 -1.843 -0.16
H 3.216 -3.904 -1.434 0.28
H 3.574 -5.068 -2.742 0.41
H 4.442 -5.147 0.057 0.39
H 4.766 -6.549 -0.982 0.29
H 3.885 -6.720 0.515 0.27
C 4.653 1.456 5.258 -0.83
O 3.701 2.096 4.499 -0.12
C 3.817 3.505 4.538 -0.96
C 2.727 4.214 3.790 -0.12
N 3.100 4.547 2.387 -0.08
C 3.052 3.472 1.497 0.75
C 3.486 3.956 0.115 -1.34
O 2.641 4.988 -0.322 0.14
C 3.069 5.575 -1.551 -1.03
H 4.363 1.558 6.329 0.32
H 5.686 1.791 5.095 0.30
H 4.545 0.426 4.983 0.22
H 4.736 3.781 3.990 0.33
H 3.876 3.747 5.629 0.49
H 2.353 5.132 4.255 0.49
H 1.811 3.526 3.766 0.01
H 2.455 5.283 2.100 -0.13
H 2.003 2.993 1.387 -1.04
H 3.725 2.695 1.845 0.69
H 3.618 3.156 -0.587 0.40
H 4.450 4.402 0.289 0.50
H 3.201 4.841 -2.308 0.21
H 3.984 6.091 -1.321 0.31
H 2.342 6.318 -1.776 0.22
C 3.632 8.483 1.311 -1.03
O 2.420 7.658 1.153 0.10
C 1.246 8.436 1.098 -0.47
C 0.262 7.738 0.206 -1.04
N 0.001 6.332 0.543 0.40
C -0.434 6.084 1.884 -0.67
C -0.829 4.655 1.969 0.96
O -1.124 4.334 3.308 -0.56
C -1.630 2.990 3.312 -0.22
H 4.447 7.782 1.505 0.25
H 3.656 9.109 2.217 0.34
H 3.834 9.008 0.350 0.38
H 1.419 9.411 0.634 0.52
H 0.875 8.602 2.111 0.24
H 0.683 7.887 -0.778 0.26
H -0.696 8.325 0.105 0.44
H 0.897 5.839 0.404 -0.41
H -1.334 6.691 2.069 0.47
H 0.244 6.254 2.710 0.26
H 0.046 4.054 1.676 -0.65
H -1.729 4.480 1.412 0.22
H -1.759 2.628 4.351 0.37
H -1.077 2.277 2.672 -0.07
H -2.616 2.880 2.768 0.07
C 1.256 -3.182 4.834 -0.45
O -0.036 -3.161 5.361 -0.10
C -0.192 -3.969 6.477 -0.71
C -1.369 -3.573 7.329 -0.86
N -2.689 -3.903 6.762 -0.08
C -3.707 -3.713 7.755 -0.67
C -5.055 -3.825 7.137 -0.71
O -5.170 -2.883 6.042 -0.30
C -5.274 -1.566 6.395 -0.72
H 1.527 -4.276 4.547 0.27
H 1.931 -2.799 5.590 0.44
H 1.253 -2.569 3.951 -0.16
H 0.689 -3.813 7.121 0.51
H -0.223 -5.090 6.100 0.22
H -1.263 -2.511 7.517 0.34
H -1.348 -4.043 8.316 0.50
H -2.841 -3.293 5.939 0.08
H -3.596 -2.779 8.220 0.46
H -3.567 -4.531 8.467 0.45
H -5.918 -3.657 7.782 0.41
H -5.051 -4.795 6.615 0.27
H -6.099 -1.368 7.060 0.32
H -5.439 -1.053 5.465 0.25
H -4.343 -1.134 6.794 0.28
```



Record 2
14 unconnected molecules or ions with the total composition C48H111Cl18N5O10 in a non-equilibrium geometry. Source: OMol25; level of theory: the ωB97M-V functional and the def2-TZVPD basis.

Results
HOMO, eV: -8.5
Orbital gap, hartree: 0.31606
Net charge: 0
Total energy, eV: -304898.83447

The geometry in XYZ format:
```
192
Properties=species:S:1:pos:R:3:mulliken_charge:R:1
Cl 15.036 -18.844 -4.126 -0.18
C 13.359 -18.844 -4.856 0.14
C 12.285 -18.893 -3.754 -0.75
Cl 12.255 -20.505 -2.972 0.02
H 13.249 -19.658 -5.573 -0.38
H 13.368 -17.920 -5.433 0.44
H 11.297 -18.654 -4.148 0.32
H 12.497 -18.224 -2.919 0.36
Cl 8.950 -21.278 -5.316 -0.21
C 8.388 -22.681 -4.388 -0.36
C 9.552 -23.691 -4.401 0.55
Cl 9.131 -25.013 -3.336 -0.08
H 7.544 -23.073 -4.957 0.17
H 8.129 -22.338 -3.386 0.38
H 10.522 -23.329 -4.062 -0.09
H 9.705 -24.159 -5.374 -0.32
Cl 12.581 -22.324 -6.258 -0.02
C 13.814 -22.516 -7.531 -0.74
C 13.553 -21.436 -8.575 -0.43
Cl 14.253 -19.899 -7.964 -0.17
H 13.737 -23.551 -7.863 0.32
H 14.818 -22.474 -7.107 0.34
H 12.507 -21.389 -8.877 0.33
H 14.134 -21.737 -9.447 0.39
Cl 18.879 -20.917 -4.853 -0.19
C 19.220 -20.845 -3.107 -0.38
C 20.663 -21.075 -2.723 -0.52
Cl 21.296 -22.716 -3.128 -0.17
H 18.591 -21.536 -2.547 0.24
H 18.933 -19.815 -2.895 0.38
H 20.844 -20.845 -1.673 0.34
H 21.270 -20.397 -3.324 0.30
Cl 11.269 -23.428 -1.310 0.06
C 10.399 -22.642 0.042 -0.60
C 11.271 -21.447 0.501 -0.06
Cl 10.351 -20.653 1.777 -0.23
H 10.238 -23.323 0.878 0.08
H 9.439 -22.484 -0.450 0.35
H 11.429 -20.794 -0.357 0.05
H 12.300 -21.659 0.792 0.31
Cl 17.062 -27.002 -6.899 -0.09
C 16.864 -25.580 -5.781 0.23
C 18.205 -24.916 -5.629 -0.21
Cl 19.280 -25.985 -4.607 -0.24
H 16.504 -25.896 -4.802 -0.05
H 16.118 -24.839 -6.065 -0.17
H 18.261 -23.976 -5.081 0.05
H 18.731 -24.763 -6.571 0.41
Cl 16.446 -32.112 -5.150 -0.25
C 16.469 -30.666 -6.248 -0.57
C 15.410 -29.628 -5.827 1.54
Cl 15.822 -28.805 -4.323 -0.18
H 16.380 -31.046 -7.266 0.23
H 17.486 -30.275 -6.217 0.47
H 14.388 -30.002 -5.777 -0.42
H 15.399 -28.883 -6.622 -0.78
Cl 12.608 -32.209 -5.157 -0.18
C 13.208 -31.836 -3.531 0.11
C 12.295 -32.397 -2.447 -0.62
Cl 10.856 -31.291 -2.147 -0.17
H 13.382 -30.768 -3.659 -0.20
H 14.170 -32.347 -3.495 0.30
H 12.807 -32.487 -1.489 0.35
H 11.931 -33.389 -2.714 0.43
Cl 7.969 -28.836 -9.796 -0.12
C 9.046 -28.303 -11.074 -0.63
C 9.819 -26.975 -10.749 -0.58
Cl 11.012 -27.200 -9.485 0.09
H 8.321 -28.145 -11.873 0.36
H 9.730 -29.083 -11.409 0.35
H 9.127 -26.149 -10.587 0.21
H 10.319 -26.798 -11.701 0.35
C 8.382 -24.737 -7.861 -0.65
O 7.503 -25.274 -6.868 -0.36
C 7.526 -26.736 -6.797 0.06
C 7.078 -27.129 -5.377 -0.17
N 5.823 -26.433 -5.042 -0.33
C 5.438 -26.525 -3.628 -0.18
C 4.011 -25.988 -3.390 -0.75
O 3.947 -24.552 -3.518 -0.35
C 4.387 -23.790 -2.393 -0.59
H 8.050 -24.974 -8.872 0.22
H 9.425 -25.026 -7.730 0.14
H 8.238 -23.661 -7.757 0.32
H 8.511 -27.168 -6.978 -0.16
H 6.902 -27.160 -7.584 0.40
H 7.883 -26.837 -4.703 -0.17
H 6.982 -28.211 -5.280 0.39
H 6.010 -25.487 -5.339 0.37
H 6.284 -26.077 -3.106 0.05
H 5.475 -27.578 -3.346 0.36
H 3.703 -26.299 -2.392 0.41
H 3.338 -26.515 -4.066 0.33
H 5.433 -23.960 -2.138 0.14
H 3.827 -24.176 -1.541 0.34
H 4.220 -22.716 -2.472 0.26
C 18.254 -32.972 -12.368 -0.74
O 17.611 -31.830 -11.784 -0.30
C 18.051 -30.566 -12.198 -0.57
C 17.788 -29.526 -11.116 -0.67
N 16.329 -29.350 -10.851 -0.45
C 16.033 -28.420 -9.767 -0.58
C 14.499 -28.637 -9.455 -0.37
O 14.226 -29.802 -8.671 -0.31
C 12.824 -30.054 -8.611 -0.08
H 18.564 -32.625 -13.354 0.33
H 17.510 -33.767 -12.325 0.21
H 19.148 -33.229 -11.800 0.27
H 17.561 -30.328 -13.143 0.31
H 19.117 -30.586 -12.422 0.47
H 18.210 -28.559 -11.388 0.41
H 18.282 -29.827 -10.191 0.28
H 16.072 -30.251 -10.472 0.30
H 16.251 -27.418 -10.138 0.46
H 16.673 -28.564 -8.897 0.19
H 14.020 -28.641 -10.434 0.54
H 14.128 -27.810 -8.851 0.14
H 12.357 -30.211 -9.584 0.32
H 12.427 -29.176 -8.101 -0.31
H 12.759 -30.989 -8.054 0.16
C 8.897 -24.545 3.314 -0.93
O 9.359 -25.278 2.171 -0.22
C 8.517 -26.290 1.670 -0.86
C 9.092 -26.778 0.364 -0.07
N 10.370 -27.403 0.525 -0.43
C 11.001 -27.771 -0.750 0.00
C 12.398 -28.341 -0.556 -0.59
O 13.270 -27.279 -0.113 -0.12
C 14.601 -27.664 0.203 -0.92
H 8.209 -23.720 3.130 0.34
H 9.785 -23.978 3.592 0.28
H 8.764 -25.144 4.214 0.35
H 7.593 -25.784 1.391 0.35
H 8.321 -27.070 2.405 0.42
H 9.224 -25.955 -0.339 -0.01
H 8.393 -27.500 -0.058 0.36
H 11.018 -26.704 0.860 0.36
H 11.026 -26.927 -1.440 -0.08
H 10.464 -28.562 -1.273 0.19
H 12.853 -28.739 -1.463 0.26
H 12.360 -29.156 0.166 0.45
H 15.187 -26.836 0.601 0.25
H 15.063 -28.228 -0.608 0.27
H 14.573 -28.417 0.991 0.38
C 10.521 -29.109 -5.400 -0.24
O 11.748 -28.474 -5.597 0.37
C 11.595 -27.034 -5.674 0.57
C 12.991 -26.310 -5.969 -0.22
N 13.912 -26.159 -4.785 1.38
C 13.413 -25.261 -3.814 0.88
C 14.411 -24.952 -2.668 -0.93
O 15.454 -24.050 -3.146 -0.24
C 15.292 -22.662 -3.057 -0.14
H 10.566 -30.115 -5.816 -0.03
H 9.657 -28.589 -5.813 -0.23
H 10.320 -29.306 -4.347 0.11
H 11.122 -26.707 -4.748 -0.17
H 10.951 -26.822 -6.528 -0.33
H 12.801 -25.347 -6.441 -0.26
H 13.454 -26.987 -6.687 -0.26
H 14.130 -27.021 -4.307 -0.42
H 12.537 -25.703 -3.341 -0.38
H 13.090 -24.343 -4.305 -0.35
H 14.915 -25.885 -2.414 0.10
H 13.865 -24.505 -1.837 0.34
H 15.224 -22.341 -2.017 0.31
H 14.455 -22.311 -3.661 0.06
H 16.201 -22.178 -3.413 -0.10
C 3.138 -36.765 -5.137 -0.77
O 3.141 -35.569 -5.887 -0.32
C 2.206 -34.578 -5.394 -0.60
C 2.644 -33.193 -5.937 -0.71
N 3.988 -32.858 -5.509 -0.38
C 4.560 -31.679 -6.232 -0.92
C 5.983 -31.324 -5.817 -0.10
O 6.964 -32.126 -6.433 -0.39
C 8.299 -31.602 -6.417 -0.63
H 2.188 -37.128 -4.745 0.32
H 3.919 -36.691 -4.380 0.29
H 3.424 -37.488 -5.901 0.25
H 2.221 -34.500 -4.307 0.37
H 1.180 -34.822 -5.671 0.42
H 1.922 -32.442 -5.615 0.42
H 2.539 -33.247 -7.021 0.34
H 4.462 -33.694 -5.820 0.28
H 3.792 -30.910 -6.151 0.48
H 4.583 -31.966 -7.283 0.35
H 6.092 -31.227 -4.737 0.32
H 6.010 -30.274 -6.108 0.12
H 8.778 -31.568 -5.439 0.37
H 8.491 -30.662 -6.934 0.12
H 8.988 -32.350 -6.810 0.43
```